Computed, not measured: a molecular structure, C38H38N3O8SiV, with ωB97M-V/def2-TZVPD.

Last column: Löwdin charge in e.
CARTESIAN COORDINATES (ANGSTROEM)
V1 -0.01992 1.07587 0.45604  1.05
C1 3.02551 1.25512 1.33210  -0.03
C2 1.60210 0.86518 1.60978  -0.52
O1 0.73864 1.85945 1.97853  -0.17
C3 1.42073 -0.51289 2.30683  -0.24
C4 -0.07027 -0.76750 2.50556  -0.23
C5 -0.61102 -1.40145 3.73556  0.00
N1 -0.81406 -0.28469 1.59747  -0.04
N2 -2.21585 -0.26965 1.70418  0.10
C6 -2.60569 0.97836 1.47821  -0.46
O2 -1.82416 1.96161 1.25614  -0.06
C7 -4.07373 1.23038 1.56927  -0.14
C8 -4.92883 0.29046 2.13274  -0.04
C9 -6.29031 0.54474 2.21206  -0.10
C10 -6.80412 1.74040 1.72375  -0.11
C11 -5.94934 2.68052 1.15955  -0.09
C12 -4.58470 2.42719 1.08368  -0.01
H1 3.10552 1.88975 0.44626  0.09
H2 3.66578 0.38245 1.18657  0.06
H3 3.42026 1.82064 2.18229  0.09
H4 1.94599 -0.54678 3.26959  0.14
H5 0.16116 -1.97998 4.24429  0.08
H6 -1.45863 -2.04264 3.49345  0.08
H7 -0.97831 -0.62075 4.40879  0.10
H8 -4.51160 -0.63636 2.50571  0.10
H9 -6.95234 -0.18912 2.65558  0.09
H10 -7.86887 1.93604 1.77857  0.09
H11 -6.34558 3.61344 0.77790  0.10
H12 -3.89757 3.13948 0.64515  0.12
O3 -1.55533 2.66265 -2.66235  0.11
C13 -1.32148 1.53447 -2.33026  -0.52
O4 -0.89531 1.21464 -1.09145  -0.19
C14 -1.61844 0.34278 -3.19760  -0.10
C15 -1.98874 -0.91374 -2.38911  -0.24
C16 -2.68058 -1.92844 -3.31114  -0.10
C17 -1.47017 -2.51534 -4.09028  -0.10
C18 -0.32998 -1.65145 -3.54506  -0.25
O5 -0.70576 -1.53233 -2.15340  -0.10
C19 -0.43809 -0.20704 -4.06248  -0.10
C20 0.94616 0.48183 -3.98850  -0.66
O6 1.80015 -0.05006 -4.73074  -0.05
O7 1.06577 1.48115 -3.23563  -0.04
H13 -2.44238 0.67190 -3.82671  0.15
H14 -2.49207 -0.73303 -1.44403  0.15
H15 -3.40782 -1.44206 -3.96179  0.11
H16 -3.19786 -2.69121 -2.73067  0.11
H17 -1.56716 -2.43367 -5.17340  0.11
H18 -1.30702 -3.56277 -3.83292  0.11
H19 0.66720 -2.06660 -3.64000  0.15
H20 -0.71009 -0.21492 -5.11748  0.15
O8 1.93210 -1.55954 1.48995  -0.15
Si1 3.08944 -2.72619 1.61037  0.59
C21 2.29281 -4.24327 2.32195  -0.23
C22 0.98173 -4.55116 1.93182  -0.08
C23 0.36036 -5.70979 2.38012  -0.08
C24 1.04014 -6.57792 3.22808  -0.10
C25 2.33761 -6.28555 3.62957  -0.09
C26 2.95808 -5.12546 3.17679  -0.09
C27 3.61070 -3.05285 -0.14398  -0.21
C28 3.46788 -4.32004 -0.72108  -0.08
C29 3.75254 -4.53014 -2.06706  -0.09
C30 4.16921 -3.47304 -2.86278  -0.08
C31 4.33770 -2.20860 -2.30723  -0.06
C32 4.07716 -2.01112 -0.95967  -0.11
C33 4.52310 -2.18976 2.67180  -0.22
C34 5.81262 -2.06361 2.14702  -0.08
C35 6.85820 -1.57150 2.92299  -0.08
C36 6.63169 -1.19656 4.24119  -0.09
C37 5.36003 -1.32639 4.78908  -0.09
C38 4.32170 -1.82043 4.01093  -0.10
H21 0.44323 -3.87641 1.27034  0.11
H22 -0.65387 -5.93372 2.07057  0.10
H23 0.55746 -7.48420 3.57494  0.10
H24 2.86332 -6.95691 4.29810  0.10
H25 3.97391 -4.90442 3.49289  0.10
H26 3.10881 -5.14923 -0.11977  0.10
H27 3.62441 -5.51617 -2.49827  0.10
H28 4.34532 -3.62344 -3.92050  0.10
H29 4.63852 -1.37530 -2.93060  0.11
H30 4.21876 -1.01514 -0.54413  0.10
H31 6.00250 -2.34833 1.11779  0.10
H32 7.84854 -1.47512 2.49431  0.10
H33 7.44454 -0.80684 4.84303  0.10
H34 5.17855 -1.03973 5.81854  0.10
H35 3.33752 -1.92704 4.45955  0.10
N3 1.21353 -0.08644 -0.85990  0.09
H36 2.07231 -0.52971 -0.56469  0.03
H37 1.41072 0.52865 -1.66118  0.06
H38 0.60522 -0.79574 -1.27612  0.05

Forces on atoms 1 to 3 (eV/Å):
1.0 1.2 0.8
0.0 0.1 -0.1
-0.6 -0.3 0.4

## Properties
**Maximum force**: 2.38 eV Å⁻¹
**HOMO-LUMO gap (alpha / beta)**: 7.48 / 7.28 eV
**Total charge**: -1
**⟨S²⟩**: 0.79
**E_LUMO (alpha / beta)**: 2.16 / 2.16 eV
**Multiplicity**: 2

Computed, not measured: a molecular structure, C38H39CoN2OSSiTe, with ωB97M-V/def2-TZVPD.

Last column: Löwdin charge in e.
CARTESIAN COORDINATES (ANGSTROEM)
Co1 0.92904 -0.24481 0.30527  0.46
C1 -4.57086 0.10567 -2.31302  -0.04
C2 -4.34331 1.61496 -2.14825  -0.56
C3 -5.68113 2.33158 -2.32766  -0.07
C4 -3.38224 2.10595 -3.23839  -0.04
C5 -3.72399 1.87371 -0.77446  -0.16
C6 -4.35229 2.65580 0.20690  -0.02
C7 -3.79026 2.86254 1.45600  -0.06
C8 -2.56206 2.28075 1.73123  -0.45
S1 -1.61326 2.29897 3.18541  1.13
C9 -0.43746 1.27852 2.41923  -0.52
N1 -0.71645 0.95643 1.18677  -0.05
C10 -1.91696 1.50761 0.76694  -0.35
C11 -2.49993 1.29617 -0.47437  -0.02
C12 0.76817 0.76475 3.06475  -0.28
C13 1.02079 0.97528 4.42045  -0.06
C14 2.14852 0.41173 4.98750  -0.09
C15 2.99891 -0.35561 4.19539  -0.08
C16 2.72763 -0.55095 2.84692  -0.11
C17 1.60455 0.00451 2.23086  -0.13
H1 -5.06151 -0.10066 -3.26595  0.09
H2 -5.20352 -0.28150 -1.51209  0.09
H3 -3.62940 -0.44473 -2.29774  0.08
H4 -6.07326 2.11959 -3.32312  0.09
H5 -5.57482 3.41335 -2.23589  0.09
H6 -6.42216 1.99390 -1.60139  0.09
H7 -3.81310 1.92963 -4.22547  0.09
H8 -2.42420 1.58627 -3.19542  0.07
H9 -3.18969 3.17483 -3.13376  0.09
H10 -5.30704 3.11389 -0.00156  0.10
H11 -4.30566 3.45963 2.19600  0.11
H12 -1.99086 0.65601 -1.18579  0.11
H13 0.34070 1.55984 5.03032  0.09
H14 2.36433 0.56036 6.03706  0.10
H15 3.87869 -0.80591 4.63993  0.10
H16 3.40441 -1.16537 2.26327  0.08
C18 4.40145 -2.99568 -1.56191  -0.19
Si1 3.14006 -1.60829 -1.44316  0.37
C19 4.09465 -0.21545 -0.62048  -0.18
C20 2.68275 -1.20419 -3.21757  -0.18
N2 1.69158 -1.86812 -0.53699  -0.13
C21 1.06420 -3.07518 -0.27987  -0.28
C22 1.54010 -4.34065 -0.65747  -0.04
C23 0.86901 -5.51415 -0.34593  -0.10
C24 -0.32332 -5.48458 0.35596  -0.10
C25 -0.84412 -4.25175 0.72940  -0.02
C26 -0.16255 -3.09884 0.40805  -0.19
O1 -0.67948 -1.83912 0.71162  -0.07
C27 -1.64376 -1.75944 1.70569  -0.30
C28 -1.26844 -1.89336 3.03277  0.00
C29 -2.22650 -1.72248 4.01927  -0.06
C30 -3.54268 -1.42984 3.67752  -0.09
C31 -3.90195 -1.31686 2.34250  -0.07
C32 -2.94894 -1.48769 1.34570  -0.01
H17 5.33856 -2.55654 -1.91478  0.03
H18 4.12115 -3.77737 -2.26849  0.02
H19 4.59897 -3.45780 -0.59291  0.04
H20 4.77897 0.27803 -1.31276  0.03
H21 4.69507 -0.63482 0.19026  0.03
H22 3.46115 0.55575 -0.17756  -0.02
H23 3.55766 -0.96412 -3.82695  0.03
H24 1.97244 -0.37805 -3.27695  0.00
H25 2.19640 -2.07538 -3.66338  0.03
H26 2.46289 -4.40574 -1.20650  0.07
H27 1.29167 -6.46032 -0.65810  0.10
H28 -0.84960 -6.39455 0.60734  0.10
H29 -1.78300 -4.19284 1.26423  0.12
H30 -0.23508 -2.10656 3.27421  0.13
H31 -1.94161 -1.80994 5.05925  0.11
H32 -4.28519 -1.29266 4.45201  0.10
H33 -4.92471 -1.09293 2.07031  0.11
H34 -3.20569 -1.39978 0.29799  0.12
Te1 0.99186 2.09950 -1.04906  1.26
C33 2.82559 2.93466 -1.63610  -0.62
C34 3.20476 4.13642 -1.04211  -0.16
C35 4.39694 4.74303 -1.40877  -0.08
C36 5.19406 4.17445 -2.39156  -0.08
C37 4.80396 2.99055 -3.00013  -0.08
C38 3.62841 2.36041 -2.61737  -0.16
H35 2.57574 4.59647 -0.29078  0.09
H36 4.69669 5.66736 -0.93259  0.10
H37 6.11769 4.65570 -2.68377  0.10
H38 5.42304 2.54381 -3.76747  0.11
H39 3.34882 1.42622 -3.07848  0.07

Forces on atoms 1 to 3 (eV/Å):
0.0 -0.9 0.4
0.0 0.0 0.0
0.0 0.0 0.0

## Properties
**Maximum force**: 0.95 eV Å⁻¹
**HOMO-LUMO gap (alpha / beta)**: 6.83 / 4.67 eV
**⟨S²⟩**: 6.02
**E_LUMO (alpha / beta)**: 0.03 / -2.32 eV
**Multiplicity**: 5

Listing energy relative to the best compared isomer or geometry (same formula, charge and spin) for the structures above in their given order: 73.4 20.0 kcal per mole.